Record 1
{
  "formula": "C3H7NO3",
  "method": "ωB97M-V with the def2-TZVPD basis set",
  "elements": ["N", "C", "C", "O", "C", "O", "O", "H", "H", "H", "H", "H", "H", "H"],
  "positions_angstrom": [[-1.119234, -0.053725, 1.005452], [-0.322501, -0.407863, -0.137674], [-0.457376, 0.468359, -1.317296], [-0.415304, 1.766494, -0.871093], [1.095832, -0.873749, 0.217235], [1.907480, -1.294305, -0.528571], [1.458194, -0.360645, 1.422396], [-0.752837, 0.856551, 1.400987], [-1.055388, -0.731237, 1.724245], [-0.698464, -1.343986, -0.581916], [0.365888, 0.317257, -2.001837], [-1.405816, 0.136696, -1.752837], [-1.006866, 1.885112, -0.102105], [2.406391, -0.364957, 1.523014]],
  "forces_ev_per_a": [[-0.02, 2.74, -0.51], [0.45, -4.50, 0.79], [-0.19, -0.02, 0.36], [-0.30, 2.24, 0.23], [0.12, 3.62, 0.58], [0.78, -1.52, -1.28], [-0.96, -0.14, 0.66], [-0.46, -1.68, -0.29], [0.06, -0.61, 0.68], [-0.35, -0.20, 0.55], [0.05, -0.10, -0.28], [-0.08, 0.71, -0.45], [0.20, -0.16, -0.89], [0.70, -0.38, -0.14]],
  "mulliken_charge": [-0.83, 0.46, -0.49, -0.53, 0.35, -0.55, -0.46, 0.23, 0.30, 0.24, 0.35, 0.27, 0.33, 0.34],
  "smiles": "N[C@@H](CO)C(=O)O",
  "e_homo_ev": -9.7,
  "lumo_ev": 0.60,
  "total_charge": 0,
  "homo_lumo_gap_ev": 10.26
}

=====

Record 2
{
  "formula": "C3H7NO3",
  "method": "ωB97M-V with the def2-TZVPD basis set",
  "elements": ["C", "C", "C", "N", "O", "O", "O", "H", "H", "H", "H", "H", "H", "H"],
  "positions_angstrom": [[-1.699811, -0.728955, -0.150401], [1.324058, -0.716278, -0.020170], [0.567334, 0.624150, 0.096618], [-0.842698, 0.530556, 0.137015], [-1.540925, 1.785636, 0.255668], [2.689110, -0.540962, -0.321807], [1.132100, 1.702917, 0.064090], [-2.756066, -0.365425, -0.173338], [-1.427175, -1.416223, 0.614143], [-1.290383, -1.235894, -1.117339], [0.740280, -1.232486, -0.840808], [1.221688, -1.136995, 1.025138], [2.841099, 0.358973, -0.370115], [-0.958614, 2.370985, 0.801312]],
  "forces_ev_per_a": [[1.26, 2.29, -2.11], [-1.77, 0.88, 0.46], [1.68, -5.30, 0.04], [-4.45, 1.41, 0.59], [0.80, -2.80, -0.11], [-1.16, -3.13, 0.03], [1.72, 5.37, -0.08], [1.00, -0.69, -0.03], [-0.16, -0.43, 0.97], [-1.15, 1.23, 1.32], [1.18, -0.60, 1.04], [0.30, -0.75, -1.21], [0.45, 3.20, -0.15], [0.30, -0.67, -0.76]],
  "mulliken_spin": [-0.01, -0.04, 0.61, 0.72, 0.12, 0.00, 0.47, 0.00, 0.03, 0.03, 0.02, 0.04, 0.00, 0.00],
  "multiplicity": 3,
  "e_homo_ev": [-4.3, -9.7],
  "s_squared": 2.008,
  "lumo_ev": [0.40, -2.46],
  "total_charge": 0,
  "homo_lumo_gap_ev": [4.68, 7.25]
}

=====

Record 3
{
  "formula": "C3H7NO4",
  "method": "ωB97M-V with the def2-TZVPD basis set",
  "elements": ["C", "O", "C", "C", "O", "N", "O", "O", "H", "H", "H", "H", "H", "H", "H"],
  "positions_angstrom": [[1.485984, -2.035811, -0.241387], [0.478970, -1.256247, 0.356638], [0.427608, 0.052155, -0.150237], [-0.708711, 0.792203, 0.561811], [-0.260131, 1.876374, 1.277742], [-1.764206, 1.248497, -0.417890], [-2.061228, 0.512621, -1.318170], [-2.254697, 2.328993, -0.182294], [2.477390, -1.600629, -0.071027], [1.432551, -3.015684, 0.226733], [1.320513, -2.134119, -1.320481], [0.247265, 0.031060, -1.236563], [1.366006, 0.589986, 0.047912], [-1.227535, 0.053817, 1.201822], [-0.959779, 2.556783, 1.265393]],
  "forces_ev_per_a": [[0.02, 0.00, -0.03], [-0.23, 0.08, 0.18], [0.06, 0.18, -0.23], [0.44, -0.73, 0.48], [0.08, 0.34, 0.04], [0.17, 0.04, 0.11], [-0.25, -0.27, -0.32], [-0.44, 0.46, -0.12], [0.00, -0.03, -0.01], [0.08, -0.02, -0.06], [0.02, -0.01, 0.02], [0.07, 0.05, 0.21], [-0.15, -0.03, 0.01], [-0.02, 0.23, -0.29], [0.15, -0.29, 0.01]],
  "mulliken_charge": [-0.72, -0.31, -0.55, 0.13, -0.49, 0.97, -0.54, -0.67, 0.30, 0.25, 0.31, 0.34, 0.37, 0.23, 0.37],
  "smiles": "COC[C@@H](O)[N+](=O)[O-]",
  "e_homo_ev": -10.4,
  "lumo_ev": 0.07,
  "total_charge": 0,
  "homo_lumo_gap_ev": 10.47
}

=====

Record 4
{
  "formula": "C3H7NO4",
  "method": "ωB97M-V with the def2-TZVPD basis set",
  "elements": ["C", "C", "C", "N", "O", "O", "O", "O", "H", "H", "H", "H", "H", "H", "H"],
  "positions_angstrom": [[-1.493833, -0.710633, 0.035092], [1.372471, 0.012837, 0.308201], [0.658546, -0.671889, -0.906138], [-2.876468, -0.011692, -0.114871], [-1.272767, -1.570220, 0.812908], [-3.424911, 0.288274, 1.108258], [-2.755662, 1.107596, -0.909292], [-0.677891, -0.212257, -0.851278], [0.749655, -0.083015, 1.142678], [2.379989, -0.684522, 0.377400], [1.616702, 0.989014, 0.016309], [0.733865, -1.808789, -0.634116], [1.150703, -0.374256, -1.877225], [-4.375089, 0.301159, 1.096901], [-1.977721, 1.491191, -0.692640]],
  "forces_ev_per_a": [[-2.40, 2.02, -1.06], [3.04, -3.76, -2.66], [1.19, -1.12, 2.30], [3.02, 0.75, -0.99], [-0.07, -3.38, 3.20], [0.97, -0.63, 1.69], [-5.76, -2.59, -1.33], [0.77, 1.56, -3.57], [-0.55, -0.07, 1.41], [-2.26, 2.14, 0.43], [0.46, 1.51, 0.12], [-0.50, 1.90, -1.21], [-0.99, -0.54, 0.97], [-1.72, 0.26, -0.36], [4.80, 1.95, 1.05]],
  "mulliken_spin": [0.48, 0.01, 0.00, 0.90, 0.27, 0.26, -0.03, 0.10, 0.01, -0.01, 0.00, 0.00, 0.01, -0.03, 0.02],
  "multiplicity": 3,
  "e_homo_ev": [-4.1, -10.5],
  "s_squared": 2.006,
  "lumo_ev": [0.84, -3.35],
  "total_charge": 0,
  "homo_lumo_gap_ev": [4.94, 7.11]
}

=====

Record 5
{
  "formula": "C3H7NO6",
  "method": "ωB97M-V with the def2-TZVPD basis set",
  "elements": ["C", "C", "C", "N", "O", "O", "O", "O", "O", "O", "H", "H", "H", "H", "H", "H", "H"],
  "positions_angstrom": [[0.672122, 1.426449, -0.434228], [1.352653, -1.042874, -0.241170], [0.758384, 0.187484, 0.377206], [-2.377823, -0.207983, -0.184220], [-2.201629, 0.965099, 0.088990], [-3.456551, -0.713605, -0.279873], [0.126558, 2.504210, 0.168952], [1.055027, -2.311741, 0.362588], [0.399360, 0.259666, 1.587505], [-1.377178, -0.991803, -0.375176], [1.612111, 1.821756, -0.689841], [0.002574, 1.310653, -1.402449], [1.220685, -1.239244, -1.388038], [2.498362, -0.994774, -0.059339], [-0.738315, 2.105325, 0.464905], [0.141934, -2.404174, 0.083634], [0.311733, -0.674439, 1.920556]],
  "forces_ev_per_a": [[-1.54, 0.28, -2.41], [2.55, -2.23, -1.21], [-0.69, -0.50, -1.93], [0.54, -2.16, -0.28], [0.53, 1.77, 0.40], [-1.88, -0.05, -0.07], [-2.16, 0.21, 2.43], [-0.36, 1.78, 0.33], [-0.08, -1.30, 0.21], [1.55, 0.63, 0.25], [1.90, -0.52, -0.94], [1.72, -1.06, 1.50], [-0.02, 1.48, 2.07], [-1.57, 0.57, -0.41], [0.20, 1.21, -0.15], [-0.86, -0.67, 0.12], [0.19, 0.55, 0.11]],
  "mulliken_charge": [-0.60, -0.46, 0.73, 1.03, -0.70, -0.64, -0.57, -0.52, -0.32, -0.64, 0.43, 0.28, 0.32, 0.33, 0.46, 0.39, 0.49],
  "e_homo_ev": -9.3,
  "lumo_ev": -1.42,
  "total_charge": 0,
  "homo_lumo_gap_ev": 7.88
}

=====

Record 6
{
  "formula": "C3H7NO7",
  "method": "ωB97M-V with the def2-TZVPD basis set",
  "elements": ["N", "O", "O", "O", "C", "O", "C", "O", "C", "O", "O", "H", "H", "H", "H", "H", "H", "H"],
  "positions_angstrom": [[0.109485, -0.030749, 1.959022], [-0.300612, -1.220583, 1.973053], [-0.722782, 0.920736, 2.014418], [1.340852, 0.220966, 1.886152], [-2.737968, 4.972236, -0.939701], [-3.488991, 3.856148, -1.560382], [-2.855915, 3.044241, -2.339261], [-3.565134, 2.073495, -2.802060], [-2.952238, 1.162326, -3.786357], [-1.637230, 2.500445, -0.638563], [-1.418677, 1.650413, -1.541136], [-3.420722, 5.821704, -0.960191], [-2.514098, 4.704385, 0.096707], [-1.829685, 5.189525, -1.515442], [-1.936180, 3.384550, -2.853482], [-3.739420, 0.941718, -4.506635], [-2.108901, 1.651585, -4.288286], [-2.656176, 0.245030, -3.265897]],
  "forces_ev_per_a": [[0.94, -0.84, -0.12], [0.36, 2.13, 0.02], [0.72, -1.06, -0.19], [-2.15, -0.13, 0.07], [-0.29, -0.24, -0.26], [0.38, 0.04, -0.23], [-1.04, 1.11, -0.96], [0.47, 0.34, -0.10], [-0.14, 0.14, 0.17], [0.64, 0.04, 1.00], [0.83, -1.03, 0.00], [0.06, -0.17, -0.11], [0.03, -0.15, -0.40], [-0.25, -0.16, 0.22], [-0.45, -0.43, 0.51], [0.05, 0.13, 0.15], [-0.18, -0.18, 0.28], [0.03, 0.45, -0.05]],
  "mulliken_charge": [0.98, -0.49, -0.41, -0.49, -0.57, -0.26, 0.57, -0.27, -0.59, -0.19, -0.28, 0.24, 0.27, 0.36, 0.26, 0.25, 0.36, 0.27],
  "e_homo_ev": [-7.1, -9.3],
  "lumo_ev": [-3.43, -0.35],
  "total_charge": 0,
  "homo_lumo_gap_ev": [3.64, 8.94]
}

=====

Record 7
{
  "formula": "C3H7NOS",
  "method": "ωB97M-V with the def2-TZVPD basis set",
  "elements": ["C", "C", "C", "H", "H", "H", "H", "H", "H", "H", "N", "O", "S"],
  "positions_angstrom": [[1.541156, 1.196885, -0.458228], [-1.191714, 1.363178, 0.427793], [-0.608612, -2.129715, 0.172028], [1.493567, -0.137490, -0.341062], [2.232587, 1.317856, -1.659371], [1.990758, 2.002806, 0.615812], [-1.875350, 2.174041, 0.919754], [0.058508, -2.396434, 1.086923], [-1.766256, -2.499806, 0.564126], [0.031063, -2.352462, -0.865082], [-1.333771, 0.068946, 0.655842], [-0.609926, -0.772015, -0.221224], [0.037991, 2.164212, -0.897311]],
  "forces_ev_per_a": [[2.61, -0.09, -0.84], [0.31, -0.72, -1.09], [0.12, -0.85, -0.03], [-0.12, 4.77, 0.05], [-1.71, -0.07, 4.22], [-0.69, -3.34, -3.57], [1.38, -2.10, -0.62], [-0.86, 0.82, -1.49], [3.23, 0.69, -2.02], [-2.26, -1.32, 2.69], [0.24, 2.85, -0.60], [-0.74, 1.79, 1.30], [-1.53, -2.45, 2.01]],
  "mulliken_charge": [-0.67, -0.06, -0.47, 0.24, 0.25, 0.25, 0.34, 0.22, 0.21, 0.21, -0.45, -0.01, -0.06],
  "e_homo_ev": -8.8,
  "lumo_ev": 0.45,
  "total_charge": 0,
  "homo_lumo_gap_ev": 9.28
}

=====

Record 8
{
  "formula": "C3H7NOS",
  "method": "ωB97M-V with the def2-TZVPD basis set",
  "elements": ["C", "C", "C", "N", "O", "S", "H", "H", "H", "H", "H", "H", "H"],
  "positions_angstrom": [[1.164491, 0.968529, 1.263229], [0.855975, 1.406184, 0.054800], [-1.461619, -0.228042, -0.871789], [-1.245745, -2.500078, -1.271942], [-1.709693, -1.449610, -0.573670], [-2.187171, 0.897783, 0.229518], [0.620692, 1.406738, 2.089518], [1.767824, 0.071602, 1.437966], [0.383062, 2.422163, -0.152921], [-0.961191, 0.089934, -1.782701], [-1.391067, -3.394517, -0.675430], [0.903608, 0.809005, -0.917765], [-2.767717, 0.084448, 1.095580]],
  "forces_ev_per_a": [[-0.28, -0.48, -0.21], [-0.54, 0.74, -2.31], [-0.96, -0.55, 0.44], [0.56, -1.48, -0.37], [0.27, -0.96, 0.82], [-0.13, 1.43, -0.51], [0.80, 0.44, 0.40], [-0.56, 0.16, -0.10], [0.25, -1.54, 0.74], [-0.09, -0.25, 0.18], [-0.31, 2.35, -0.61], [1.04, 0.83, 1.54], [-0.06, -0.70, -0.01]],
  "mulliken_charge": [-0.38, -0.57, -0.06, -0.61, -0.07, -0.19, 0.23, 0.25, 0.27, 0.55, 0.21, 0.21, 0.16],
  "e_homo_ev": [-7.4, -8.4],
  "lumo_ev": [0.20, 0.35],
  "total_charge": 0,
  "homo_lumo_gap_ev": [7.57, 8.74]
}

=====

Record 9
{
  "formula": "C3H7NOS",
  "method": "ωB97M-V with the def2-TZVPD basis set",
  "elements": ["N", "C", "O", "C", "C", "S", "H", "H", "H", "H", "H", "H", "H"],
  "positions_angstrom": [[-1.578594, 0.738679, 2.229184], [-0.696101, 0.943653, 1.191149], [-0.542143, 1.977903, 0.546511], [0.304684, -0.313977, 0.795609], [0.128270, -0.447235, -0.709894], [1.229609, -1.260125, -1.898506], [-2.076265, 1.497645, 2.651702], [-1.417092, -0.016190, 2.767972], [-0.352270, -1.158502, 1.161062], [1.402752, -0.207042, 0.999423], [-0.928133, -0.843202, -0.945090], [0.306544, 0.514913, -1.203387], [0.356900, -1.714238, -2.693148]],
  "forces_ev_per_a": [[0.36, 2.30, -2.83], [2.63, 0.80, -1.12], [-1.04, -1.13, 1.28], [-2.55, -0.30, -0.29], [-1.88, 1.02, -2.00], [2.83, -0.64, 1.74], [-0.02, 0.38, -0.21], [0.48, -2.95, 2.10], [1.97, 0.15, 0.51], [-1.36, -0.13, 0.76], [1.57, 0.91, 0.33], [-1.21, 0.40, 0.99], [-1.77, -0.82, -1.26]],
  "mulliken_charge": [-0.38, 0.56, -0.57, -0.35, -0.74, -0.22, 0.25, 0.19, 0.20, 0.33, 0.27, 0.35, 0.11],
  "smiles": "NC(=O)CCS",
  "e_homo_ev": -8.7,
  "lumo_ev": 0.75,
  "total_charge": 0,
  "homo_lumo_gap_ev": 9.48
}

=====

no.,DFT total energy (Eh),M (g mol⁻¹)
1,-398.9700,105.1
2,-398.7153,105.1
3,-474.1055,121.1
4,-473.8789,121.1
5,-624.4887,153.1
6,-699.4973,169.1
7,-646.4192,105.2
8,-646.4615,105.2
9,-646.6524,105.2